[1]
{"formula": "C13H30ClI2LaOP2", "method": "ωB97M-V/def2-TZVPD", "total_charge": 2, "total_energy_ha": -2357.8551, "gap_ha": [0.1614, 0.1292], "de_lowest_kcal_mol": 53.45, "homo_ha": [-0.5680, -0.5476], "symbols": ["La", "I", "I", "Cl", "P", "P", "O", "C", "C", "C", "C", "C", "C", "C", "C", "C", "C", "C", "C", "C", "H", "H", "H", "H", "H", "H", "H", "H", "H", "H", "H", "H", "H", "H", "H", "H", "H", "H", "H", "H", "H", "H", "H", "H", "H", "H", "H", "H", "H", "H"], "positions_angstrom": [[0.240, 0.004, 0.312], [-0.204, -2.931, -0.010], [-0.192, 2.930, 0.032], [2.686, 0.030, -0.106], [0.151, 0.003, -2.633], [-0.010, 0.252, 3.094], [-3.193, -0.001, 0.103], [-1.487, -0.016, -3.245], [1.833, -0.250, 3.319], [1.067, -1.430, -3.097], [-1.379, -1.050, 3.439], [-1.235, 2.638, 3.801], [2.106, -1.627, 2.731], [2.309, -0.208, 4.751], [1.045, 1.444, -3.103], [-0.438, 1.260, 5.746], [-1.135, -1.849, 4.693], [-2.106, -0.002, 0.060], [-0.180, 1.638, 4.279], [-2.777, -0.397, 3.418], [0.465, -2.336, -2.973], [0.795, 2.155, 4.208], [-1.451, 0.874, 5.881], [3.360, -0.490, 4.755], [2.361, 0.533, 2.736], [1.273, -1.218, -4.147], [-1.329, -0.016, -4.326], [-2.047, 0.876, -2.930], [1.767, -0.938, 5.350], [2.242, 0.781, 5.190], [1.998, -1.539, -2.525], [-1.202, -1.244, 5.598], [1.587, -2.404, 3.291], [-2.966, 0.199, 2.520], [-1.211, 3.500, 4.467], [-3.517, -1.204, 3.440], [3.180, -1.810, 2.768], [-2.028, -0.917, -2.926], [1.987, 1.553, -2.549], [0.276, 0.551, 6.171], [-1.317, -1.737, 2.566], [-0.170, -2.351, 4.661], [1.806, -1.723, 1.675], [-2.238, 2.212, 3.825], [-2.937, 0.213, 4.311], [1.232, 1.241, -4.159], [-1.008, 2.973, 2.790], [-0.370, 2.174, 6.345], [-1.912, -2.614, 4.753], [0.442, 2.347, -2.960]], "mulliken_charge": [1.70, -0.23, -0.20, -0.51, 0.45, 0.22, -0.04, -1.04, 0.36, -1.08, 1.14, -1.18, -0.83, -1.72, -1.09, -1.69, -1.41, 0.06, 0.54, -1.62, 0.37, 0.53, 0.35, 0.49, 0.39, 0.47, 0.44, 0.36, 0.31, 0.44, 0.35, 0.25, 0.17, 0.30, 0.48, 0.45, 0.46, 0.36, 0.35, 0.31, -0.07, 0.29, -0.08, 0.23, 0.33, 0.47, 0.05, 0.49, 0.49, 0.34]}

[2]
{"formula": "C2H2FP", "method": "ωB97M-V/def2-TZVPD", "total_charge": 0, "total_energy_ha": -518.2818, "gap_ha": [0.2910, 0.2715], "de_lowest_kcal_mol": 192.43, "homo_ha": [-0.3436, -0.3360], "symbols": ["P", "F", "C", "C", "H", "H"], "positions_angstrom": [[0.525, -0.071, 0.175], [-2.003, 0.753, -0.068], [-0.014, -1.398, -0.808], [-1.222, -0.245, 0.369], [0.986, 1.193, -0.479], [1.729, -0.233, 0.810]], "nbo_charge": [0.67, -0.32, -0.33, 0.05, -0.03, -0.03]}

[3]
{"formula": "C24H43LuN2P3S", "method": "ωB97M-V/def2-TZVPD", "total_charge": 3, "total_energy_ha": -3706.6830, "gap_ha": 0.2150, "de_lowest_kcal_mol": 0.00, "homo_ha": -0.5701, "symbols": ["Lu", "S", "P", "P", "P", "N", "N", "C", "C", "C", "C", "C", "C", "C", "C", "C", "C", "C", "C", "C", "C", "C", "C", "C", "C", "C", "C", "C", "C", "C", "C", "H", "H", "H", "H", "H", "H", "H", "H", "H", "H", "H", "H", "H", "H", "H", "H", "H", "H", "H", "H", "H", "H", "H", "H", "H", "H", "H", "H", "H", "H", "H", "H", "H", "H", "H", "H", "H", "H", "H", "H", "H", "H", "H"], "positions_angstrom": [[-0.597, 0.990, 0.326], [-1.944, 2.502, -1.399], [0.438, 0.226, -3.020], [-2.146, -1.387, 0.224], [1.532, -1.069, 0.420], [-0.304, 1.164, 2.502], [0.347, 2.714, 3.932], [0.408, 5.901, 0.486], [2.033, -2.575, -0.547], [-0.654, 5.353, 1.199], [-0.735, -0.672, 4.212], [1.661, -1.893, 2.077], [0.241, 2.389, 2.649], [-0.536, -0.962, 5.573], [-1.863, 7.189, -1.660], [0.078, 1.380, 6.047], [-0.116, 4.479, -1.393], [0.699, 5.460, -0.821], [-0.183, -1.439, -3.085], [-0.215, 1.219, -4.340], [-2.891, 6.319, -1.666], [-1.151, 3.872, -0.655], [-0.531, 0.655, 3.805], [-1.614, -3.142, 0.093], [2.210, 0.173, -3.159], [-3.429, -1.371, -1.093], [-0.138, 1.643, 4.698], [3.142, -0.189, 0.423], [-3.230, -1.537, 1.691], [-1.475, 4.375, 0.640], [-0.139, 0.056, 6.469], [1.521, -1.158, 2.882], [-0.817, 5.701, 2.204], [-1.523, 7.596, -0.704], [0.012, 4.155, -2.441], [0.447, -2.132, -2.514], [-3.037, -1.731, -2.051], [2.669, 1.004, -2.618], [-0.971, -3.420, 0.935], [3.297, 0.348, -0.519], [-3.349, 6.011, -0.725], [-2.487, -3.808, 0.103], [0.701, 3.594, 4.307], [-0.007, -0.187, 7.526], [-1.218, -1.464, -2.716], [1.525, 5.859, -1.414], [-2.721, -2.068, 2.499], [-2.312, 3.959, 1.195], [-0.146, 2.291, -4.126], [0.892, -2.681, 2.164], [2.663, -2.346, 2.166], [-3.342, 5.983, -2.600], [2.891, -3.061, -0.053], [-4.140, -2.086, 1.424], [0.376, 0.986, -5.238], [3.161, 0.524, 1.256], [-1.381, 7.565, -2.573], [0.172, 1.038, -1.840], [1.005, 6.676, 0.977], [-1.068, -3.320, -0.840], [3.957, -0.913, 0.555], [-1.002, -1.424, 3.460], [0.403, 2.204, 6.682], [2.618, -0.766, -2.786], [1.208, -3.301, -0.580], [-3.802, -0.350, -1.230], [0.719, 2.987, 1.856], [-3.507, -0.542, 2.050], [-0.671, -1.991, 5.944], [-0.161, -1.706, -4.158], [-4.268, -2.014, -0.797], [2.342, -2.318, -1.566], [2.439, 0.257, -4.224], [-1.264, 0.975, -4.536]], "mulliken_charge": [1.17, -0.17, 1.37, 0.82, 0.91, -0.01, 0.11, -0.56, -1.53, -0.60, -0.10, -1.31, -0.80, -0.99, -0.56, -0.86, -0.33, -0.86, -0.48, -1.07, -0.49, 0.27, 0.29, -1.23, -1.29, -1.35, 0.41, -1.28, -1.34, -0.46, -0.57, 0.33, 0.60, 0.27, 0.35, 0.24, 0.43, 0.40, 0.35, 0.27, 0.27, 0.50, 0.29, 0.41, -0.23, 0.54, 0.38, 0.54, 0.25, 0.29, 0.54, 0.28, 0.51, 0.49, 0.49, 0.43, 0.28, -0.62, 0.46, 0.30, 0.42, 0.46, 0.43, 0.33, 0.35, 0.44, 0.60, 0.43, 0.44, 0.52, 0.46, 0.41, 0.50, 0.43]}

[4]
{"formula": "C9H16N2O6", "method": "ωB97M-V/def2-TZVPD", "total_charge": 0, "total_energy_ha": -913.1021, "gap_ha": 0.3239, "de_lowest_kcal_mol": 293.12, "homo_ha": -0.3258, "symbols": ["O", "O", "O", "O", "O", "O", "N", "N", "C", "C", "C", "C", "C", "C", "C", "C", "C", "H", "H", "H", "H", "H", "H", "H", "H", "H", "H", "H", "H", "H", "H", "H", "H"], "positions_angstrom": [[-3.311, -1.737, -0.665], [-1.619, 2.427, -0.578], [1.828, 1.479, -0.232], [4.092, 1.916, -0.341], [-1.841, -0.552, -2.030], [-0.831, -2.239, 0.350], [1.852, -2.354, 1.648], [-0.538, 0.095, 0.476], [-2.543, 1.749, 0.363], [2.115, -1.175, -0.652], [-0.223, -1.198, 0.463], [3.191, 1.101, -0.396], [-2.395, 2.234, 1.857], [-2.352, -0.728, -0.892], [-2.001, 0.237, 0.342], [1.528, -1.231, 0.776], [3.417, -0.303, -0.681], [2.529, -2.300, -0.950], [2.130, -1.543, 2.730], [1.491, 2.505, -0.174], [-1.750, 2.012, -1.575], [1.710, -0.210, 1.284], [0.836, -3.005, 1.895], [-1.720, 1.067, 2.621], [-1.609, 3.415, 2.031], [-3.934, 2.274, 1.822], [3.835, -0.382, -1.699], [0.069, 0.617, -0.302], [-3.590, 1.675, -0.075], [1.352, -0.815, -1.349], [-2.364, -0.559, 1.115], [4.129, -0.800, 0.118], [-3.283, -2.604, -1.476]], "nbo_charge": [-0.71, -0.76, -0.79, -0.56, -0.64, -0.60, -0.83, -0.69, 0.03, -0.42, 0.73, 0.80, -0.66, 0.80, -0.19, -0.15, -0.54, 0.23, 0.35, 0.54, 0.50, 0.20, 0.40, 0.26, 0.29, 0.25, 0.26, 0.47, 0.19, 0.22, 0.25, 0.26, 0.52]}